# 1
DFT (ωB97M-V/def2-TZVPD) results for a molecular structure, C49H49N4P2PtSi.

Last column: Mulliken charge in e.
CARTESIAN COORDINATES (ANGSTROEM)
1 Pt -0.0726 0.1118 -0.2104  3.6712
2 C 2.3610 2.5676 -0.8493  -1.2479
3 Si 1.4118 1.7333 0.5173  1.2000
4 C 2.5794 0.9521 1.7767  0.1346
5 C 2.6880 1.5065 3.0535  -0.4587
6 C 3.6175 1.0393 3.9739  -1.0578
7 C 4.4751 0.0135 3.6186  -0.8206
8 C 4.3708 -0.5739 2.3648  -0.6155
9 C 3.4053 -0.1481 1.4565  0.5328
10 P 3.3162 -0.8127 -0.2437  -0.5107
11 C 4.0667 -2.4854 -0.1785  0.9222
12 C 4.0076 -3.3677 0.9026  -0.0974
13 C 4.5578 -4.6364 0.8087  -0.9976
14 C 5.1640 -5.0492 -0.3715  -0.6657
15 C 5.2280 -4.1845 -1.4532  -0.7713
16 C 4.6901 -2.9082 -1.3517  -0.4324
17 C 1.5431 -1.3455 -0.3960  -0.1367
18 C 1.0249 -2.4567 0.5135  -1.0126
19 C -0.4613 -3.5636 -0.5049  0.0903
20 C -0.6988 -2.9881 -1.8560  -1.5432
21 C -0.0412 -1.9348 -2.3463  -0.7277
22 C 1.0556 -1.2016 -1.6970  -0.7438
23 C 0.3721 3.0525 1.3741  0.3787
24 C 0.9314 4.2538 1.8281  -0.4102
25 C 0.1615 5.1905 2.4963  -0.8910
26 C -1.1872 4.9402 2.7393  -0.9342
27 C -1.7588 3.7598 2.3012  -0.5526
28 C -0.9812 2.8323 1.6056  0.1608
29 P -1.6004 1.1804 1.1507  -0.4292
30 C -3.2675 1.3329 0.4860  0.8040
31 C -3.9886 0.1528 0.2912  -0.3428
32 C -5.2398 0.1888 -0.3004  -0.7622
33 C -5.7721 1.4020 -0.7186  -0.6813
34 C -5.0528 2.5747 -0.5436  -0.7407
35 C -3.8011 2.5425 0.0543  -0.8376
36 C -1.7829 0.4410 2.8078  0.7726
37 C -0.6086 0.0838 3.4698  0.2219
38 C -0.6566 -0.3879 4.7688  -0.8378
39 C -1.8814 -0.5218 5.4144  -0.7956
40 C -3.0518 -0.1788 4.7563  -0.7657
41 C -3.0058 0.3085 3.4544  -0.8506
42 H 3.0301 3.3221 -0.4258  0.4244
43 H 1.6661 3.0524 -1.5358  0.2781
44 H 2.9722 1.8622 -1.4115  0.3619
45 H 2.0409 2.3291 3.3351  0.4778
46 H 3.6834 1.4911 4.9552  0.4598
47 H 5.2251 -0.3374 4.3154  0.4415
48 H 5.0586 -1.3645 2.0962  0.6356
49 H 3.5383 -3.0678 1.8312  0.5706
50 H 4.5151 -5.3048 1.6598  0.5009
51 H 5.5933 -6.0399 -0.4417  0.4282
52 H 5.7058 -4.4973 -2.3721  0.4478
53 H 4.7583 -2.2264 -2.1916  0.3836
54 H 1.4784 -2.3852 1.5007  0.9937
55 H -1.1559 -4.3705 -0.2848  0.6908
56 H -1.4622 -3.4563 -2.4656  0.5015
57 H -0.2811 -1.6075 -3.3504  -0.1124
58 H 1.6483 -0.5755 -2.3568  0.6470
59 H 1.9833 4.4568 1.6599  0.4732
60 H 0.6092 6.1144 2.8387  0.4539
61 H -1.7858 5.6615 3.2798  0.4714
62 H -2.8021 3.5557 2.5131  0.5593
63 H -3.5672 -0.7970 0.6038  0.3379
64 H -5.7981 -0.7271 -0.4411  0.4672
65 H -6.7512 1.4324 -1.1778  0.4136
66 H -5.4659 3.5194 -0.8719  0.4744
67 H -3.2533 3.4639 0.2028  0.4875
68 H 0.3447 0.1619 2.9598  -0.0961
69 H 0.2602 -0.6630 5.2742  0.5278
70 H -1.9211 -0.8937 6.4297  0.4225
71 H -4.0063 -0.2845 5.2547  0.4581
72 H -3.9260 0.5845 2.9554  0.4352
73 C -0.6606 -0.1221 -5.2162  -1.7177
74 C -0.1302 1.0047 -4.3417  1.3417
75 N -1.0090 2.1672 -4.2773  0.4757
76 C -1.3985 2.7823 -5.5456  -1.0594
77 C -2.7854 2.3795 -6.0340  -0.9810
78 C -1.3126 2.7161 -3.0736  1.2110
79 C -2.0398 4.0406 -3.0912  -1.4652
80 N -0.9603 2.1460 -1.9658  -0.0562
81 H 0.0414 -0.9581 -5.1970  0.4695
82 H -0.7668 0.1758 -6.2589  0.4204
83 H -1.6303 -0.4734 -4.8594  0.4832
84 H 0.8525 1.3266 -4.7060  0.2137
85 H -0.0054 0.6579 -3.3199  -1.4147
86 H -0.6498 2.4874 -6.2820  0.4196
87 H -1.3319 3.8659 -5.4646  0.4741
88 H -2.8485 1.3060 -6.2043  0.2810
89 H -3.0136 2.8862 -6.9726  0.3875
90 H -3.5553 2.6467 -5.3098  0.2455
91 H -1.4069 4.8198 -3.5179  0.3166
92 H -2.2943 4.3315 -2.0756  0.3106
93 H -2.9571 3.9979 -3.6762  0.2732
94 H -1.2580 2.7465 -1.2057  -0.8531
95 N 1.0399 -6.8943 3.6827  -0.5331
96 C 0.7932 -6.0511 2.9426  -0.5230
97 C 0.4883 -4.9896 2.0137  1.0486
98 C -0.6005 -4.0805 2.4208  -1.1585
99 C -1.0277 -2.9973 1.7751  -0.2605
100 N -0.4818 -2.4721 0.5503  0.1773
101 C 1.0251 -3.8590 -0.1507  0.6080
102 C 1.1903 -4.9318 0.8735  -1.5559
103 H -1.1244 -4.3527 3.3285  0.5107
104 H -1.8923 -2.4663 2.1506  0.3425
105 H 1.6980 -3.9878 -0.9955  0.7571
106 H 1.9597 -5.6732 0.7021  0.5764

## Properties
- Largest force on an atom: 0.0180 hartree/bohr
- Molar mass: 979.07 g mol⁻¹
- Charge: +1
- Gap between HOMO and LUMO: 0.274 hartree
- Energy relative to the best compared isomer or geometry (same formula, charge and spin): 74.6 kcal per mole

---

# 2
DFT (ωB97M-V/def2-TZVPD) results for a molecular structure, C49H50BCsF4N2O3P2.

Last column: Mulliken charge in e.
CARTESIAN COORDINATES (ANGSTROEM)
1 Cs -1.2320 -0.5065 3.0915  1.1038
2 C 3.4642 -1.0330 5.9298  -0.1050
3 C 4.6839 -0.3899 6.2217  -0.5269
4 C 5.8209 -0.7209 5.5146  -0.1712
5 C 5.7590 -1.5971 4.4258  -0.5008
6 C 4.5339 -2.1255 4.0934  -0.2912
7 C 3.3739 -1.9266 4.9034  -0.4876
8 H 2.5096 -0.7540 6.4964  0.2610
9 H 4.6581 0.3783 6.9863  0.3552
10 H 6.8107 -0.3856 5.8223  0.3239
11 H 6.6504 -1.7650 3.7838  0.3099
12 H 4.3801 -2.8681 3.2937  0.3287
13 H 2.4395 -2.4732 4.7564  0.4933
14 O 0.0888 1.0824 -3.9530  0.3340
15 C 0.7092 0.1816 -4.7969  -0.4720
16 C 0.2639 -0.0636 -6.0949  -0.1309
17 C 1.1825 -0.8053 -6.9042  -0.9454
18 C 2.2953 -1.4850 -6.3854  -0.9196
19 C 2.6548 -1.2525 -5.0464  0.2559
20 C 1.8085 -0.4492 -4.2062  -0.0164
21 P 2.2273 -0.2754 -2.4300  -0.2114
22 C 3.6846 0.7972 -2.2702  0.5433
23 C 4.6292 0.9674 -3.2286  -0.0872
24 C 5.9013 1.4603 -2.8249  -0.5179
25 C 6.1475 1.7931 -1.4818  -0.6574
26 C 5.0765 1.8314 -0.5967  -0.1611
27 C 3.8537 1.3354 -0.9332  -0.6596
28 C 2.8646 -1.8706 -2.0632  0.8162
29 C 4.0506 -2.1634 -1.3065  -0.5290
30 C 4.2648 -3.4901 -0.9020  -0.3129
31 C 3.6002 -4.5885 -1.4703  -0.7667
32 C 2.4829 -4.3356 -2.3042  -0.6117
33 C 2.1393 -3.0198 -2.5500  -0.4930
34 C -0.2959 2.3178 -4.4700  -0.1774
35 C 0.5081 2.9353 -5.4503  -0.1040
36 C 0.1425 4.1991 -5.9436  -0.6885
37 C -1.0475 4.8000 -5.5212  -0.8509
38 C -1.8685 4.0529 -4.6717  -0.1836
39 C -1.4866 2.8574 -4.0560  0.6189
40 P -2.2337 2.0903 -2.5754  -0.0822
41 C -2.9808 3.4705 -1.7637  0.7236
42 C -2.5220 4.8117 -1.9199  -0.3436
43 C -3.2739 5.8439 -1.3957  -0.6344
44 C -4.5315 5.5499 -0.8379  -0.4275
45 C -4.9912 4.2770 -0.7154  -0.6632
46 C -4.2167 3.2073 -1.0936  -0.5672
47 C -3.5687 1.0747 -3.2486  0.5202
48 C -3.6113 -0.3046 -2.8950  -0.1280
49 C -4.6195 -1.1185 -3.4581  -0.6443
50 C -5.5040 -0.5671 -4.3394  -0.4847
51 C -5.3492 0.7416 -4.8308  -0.5693
52 C -4.3820 1.5981 -4.2766  -0.0978
53 H -0.6406 0.4092 -6.5238  0.4148
54 H 0.9957 -0.9898 -7.9287  0.3896
55 H 3.0025 -1.9213 -7.1246  0.2478
56 H 3.5416 -1.7545 -4.6845  0.4270
57 H 4.4903 0.6512 -4.2988  0.2715
58 H 6.6923 1.4664 -3.5604  0.3641
59 H 7.0900 2.1743 -1.0918  0.3575
60 H 5.2097 2.1091 0.4671  0.3034
61 H 3.0449 1.1505 -0.1709  0.2810
62 H 4.7306 -1.4309 -0.8346  0.2158
63 H 5.0781 -3.6619 -0.1142  0.2356
64 H 3.8773 -5.5543 -1.2098  0.4402
65 H 1.8829 -5.0526 -2.7654  0.4949
66 H 1.2064 -2.8319 -3.1472  0.2046
67 H 1.4336 2.5162 -5.9044  0.3529
68 H 0.7515 4.7048 -6.6034  0.5114
69 H -1.2655 5.8645 -5.6390  0.3028
70 H -2.9050 4.3734 -4.4776  0.3124
71 H -1.6590 5.1162 -2.4858  0.5312
72 H -2.8263 6.8573 -1.3065  0.3166
73 H -5.2527 6.3435 -0.6211  0.3004
74 H -5.9657 4.0109 -0.2157  0.3047
75 H -4.5662 2.1732 -0.9321  0.3043
76 H -3.0147 -0.6576 -2.0163  0.3223
77 H -4.6571 -2.1700 -3.2028  0.3881
78 H -6.4279 -1.0974 -4.5990  0.3039
79 H -6.0047 1.2190 -5.5509  0.3526
80 H -4.3007 2.6615 -4.6573  0.0402
81 C -0.3878 -5.3235 5.7143  -0.5720
82 O -0.1122 -5.4872 4.3116  -0.4344
83 C -0.5931 -4.5312 3.5169  0.5346
84 O -0.9904 -3.4566 3.9461  -0.5031
85 N -0.5235 -4.8770 2.1993  -0.1617
86 N -0.7379 -3.7256 1.3080  -0.3949
87 H -1.4737 -5.5858 5.8426  0.2641
88 H -0.1426 -4.2891 5.9390  0.2759
89 H 0.3033 -5.9841 6.1681  0.1988
90 H 0.1724 -5.5630 1.8545  0.2679
91 H -1.7725 -3.6074 1.4075  0.2396
92 H -0.5692 -4.0558 0.3420  0.2193
93 F -2.7885 1.0896 0.8850  -0.3870
94 B -3.8844 0.2211 1.1189  0.4519
95 F -3.4478 -1.1138 0.9711  -0.3470
96 F -4.3281 0.4941 2.3970  -0.2498
97 F -4.8681 0.3504 0.0963  -0.4289
98 C -3.3591 1.6016 6.6077  -1.3858
99 C -2.3030 0.4425 6.7567  2.4117
100 C -2.8836 -0.9740 6.5756  -1.0889
101 C -1.3721 0.6184 7.9777  -1.6969
102 C -1.3063 0.5706 5.6424  -2.0052
103 H -4.0006 1.6600 7.5007  0.3436
104 H -3.9823 1.4190 5.6784  0.2375
105 H -2.8681 2.6100 6.5432  0.2955
106 H -3.4833 -1.4198 7.4340  0.2688
107 H -2.0784 -1.6741 6.2958  0.1188
108 H -3.5828 -0.9427 5.7341  0.2754
109 H -1.9564 0.6356 8.9135  0.3692
110 H -0.8753 1.5762 7.8596  0.4113
111 H -0.6512 -0.1704 8.0151  0.2945
112 H -0.6401 1.4925 5.5398  0.1193

## Properties
- Largest force on an atom: 0.0628 hartree/bohr
- Molar mass: 996.61 g mol⁻¹
- Charge: -2
- Gap between HOMO and LUMO (spin up / spin down): 0.156 / 0.081 hartree
- Energy relative to the best compared isomer or geometry (same formula, charge and spin): 70.6 kcal per mole